Computed, not measured: a structure of composition C65H86N7O2P2SSe2W in a non-equilibrium geometry, with ωB97M-V/def2-TZVPD.

Charge: +3
Energy above the lowest of the compared OMol25 structures with the same formula, charge and spin in kcal/mol: 7.0
HOMO in eV: -13.416
Kohn-Sham gap in eV: 4.110
Multiplicity: 1
Energy in eV: -245237.730

Structure (XYZ):
```
166
C65H86N7O2P2SSe2W, DFT ωB97M-V/def2-TZVPD
W -0.412 -0.502 0.206
C -0.239 -2.635 2.925
N -1.072 -2.409 1.721
C -2.452 -2.180 2.219
C -1.076 -3.679 0.952
C -1.552 -3.442 -0.457
N -0.705 -2.411 -1.098
C -1.366 -1.882 -2.336
C -2.818 -1.518 -2.145
C -3.750 -1.944 -3.069
C -5.096 -1.616 -2.924
C -5.448 -0.826 -1.834
C -4.554 -0.353 -0.872
C -3.215 -0.754 -1.033
O -2.191 -0.474 -0.148
C -5.049 0.612 0.215
C -6.544 0.917 0.077
C -4.281 1.936 0.067
C -4.829 0.043 1.623
C -6.116 -2.121 -3.934
C -5.706 -1.650 -5.340
C -6.129 -3.659 -3.883
C -7.530 -1.611 -3.646
C 0.585 -3.057 -1.476
C 1.575 -2.211 -2.228
C 2.390 -2.836 -3.151
C 3.443 -2.154 -3.746
C 3.661 -0.835 -3.341
C 2.870 -0.148 -2.433
C 1.779 -0.869 -1.903
O 0.834 -0.341 -1.050
C 3.243 1.299 -2.069
C 4.711 1.581 -2.413
C 3.075 1.580 -0.562
C 2.364 2.260 -2.882
C 4.376 -2.795 -4.760
C 4.375 -1.955 -6.048
C 5.792 -2.833 -4.159
C 3.953 -4.223 -5.109
H -0.641 -3.471 3.501
H -0.250 -1.748 3.559
H 0.779 -2.881 2.651
H -2.777 -3.042 2.805
H -3.144 -2.036 1.396
H -2.474 -1.305 2.862
H -1.737 -4.399 1.438
H -0.071 -4.098 0.963
H -2.589 -3.118 -0.455
H -1.509 -4.371 -1.030
H -1.301 -2.639 -3.121
H -0.787 -1.020 -2.675
H -3.415 -2.537 -3.912
H -6.488 -0.571 -1.724
H -6.787 1.363 -0.889
H -6.831 1.634 0.845
H -7.155 0.024 0.224
H -4.398 2.339 -0.942
H -3.219 1.807 0.277
H -4.675 2.670 0.772
H -5.200 -0.981 1.700
H -5.380 0.643 2.348
H -3.779 0.080 1.905
H -4.755 -2.079 -5.660
H -5.629 -0.561 -5.374
H -6.465 -1.956 -6.059
H -5.156 -4.083 -4.136
H -6.859 -4.041 -4.597
H -6.412 -4.008 -2.889
H -7.579 -0.520 -3.675
H -7.900 -1.965 -2.682
H -8.205 -1.988 -4.413
H 0.355 -3.939 -2.078
H 1.077 -3.390 -0.562
H 2.209 -3.878 -3.382
H 4.506 -0.318 -3.768
H 5.373 0.850 -1.946
H 4.983 2.570 -2.045
H 4.885 1.585 -3.489
H 3.486 0.757 0.030
H 2.036 1.744 -0.292
H 3.618 2.489 -0.299
H 2.565 2.154 -3.950
H 2.576 3.292 -2.591
H 1.309 2.060 -2.706
H 4.703 -0.931 -5.870
H 3.376 -1.926 -6.488
H 5.053 -2.400 -6.775
H 6.181 -1.831 -3.972
H 6.472 -3.331 -4.851
H 5.798 -3.385 -3.217
H 2.944 -4.253 -5.526
H 4.006 -4.884 -4.242
H 4.631 -4.620 -5.864
Se 5.345 -2.616 3.848
P 4.009 -1.080 4.276
C 2.874 -1.468 5.657
C 2.803 -0.854 6.901
C 1.975 -1.377 7.886
C 1.231 -2.520 7.646
C 1.323 -3.158 6.415
C 2.144 -2.639 5.431
C 4.793 0.560 4.312
C 5.045 1.325 5.448
C 5.795 2.490 5.346
C 6.331 2.874 4.126
C 6.115 2.094 2.996
C 5.348 0.946 3.088
C 2.761 -0.863 2.920
C 1.712 0.010 2.636
N 1.159 -0.464 1.492
N 1.806 -1.567 1.111
N 2.754 -1.815 1.954
P 0.753 1.411 3.253
Se -1.166 1.050 2.183
C 0.496 1.344 5.036
C -0.681 0.788 5.539
C -0.905 0.771 6.904
C 0.037 1.316 7.766
C 1.201 1.882 7.264
C 1.439 1.899 5.901
C 1.438 2.998 2.748
C 0.652 3.896 2.030
C 1.154 5.153 1.736
C 2.423 5.514 2.164
C 3.213 4.607 2.858
C 2.728 3.344 3.151
H 3.394 0.016 7.137
H 1.936 -0.903 8.858
H 0.610 -2.937 8.428
H 0.789 -4.085 6.245
H 2.290 -3.171 4.498
H 4.696 1.016 6.420
H 5.988 3.080 6.233
H 6.939 3.767 4.059
H 6.560 2.373 2.050
H 5.205 0.315 2.218
H -1.430 0.396 4.862
H -1.823 0.355 7.298
H -0.145 1.308 8.832
H 1.918 2.328 7.941
H 2.343 2.357 5.528
H -0.346 3.623 1.712
H 0.551 5.856 1.177
H 2.803 6.506 1.958
H 4.213 4.875 3.172
H 3.359 2.636 3.671
C -4.192 2.047 -4.335
C -2.749 1.563 -4.383
N -2.122 1.517 -3.055
C -1.385 2.419 -2.417
S -0.731 2.046 -0.838
N -1.063 3.618 -2.860
C -1.480 4.385 -4.046
C -1.450 5.871 -3.732
H -4.603 2.067 -5.344
H -4.264 3.054 -3.920
H -4.805 1.383 -3.723
H -2.144 2.174 -5.045
H -2.719 0.543 -4.769
H -2.472 0.773 -2.472
H -0.409 4.112 -2.267
H -2.487 4.101 -4.334
H -0.793 4.161 -4.865
H -2.170 6.127 -2.954
H -1.716 6.425 -4.631
H -0.456 6.195 -3.420
```

Here are the Mulliken charges for atoms 1 to 99, given in e: number 1, W, carries -0.300; number 2, C, carries -1.653; number 3, N, carries 1.494; number 4, C, carries -0.908; number 5, C, carries -1.382; number 6, C, carries -0.735; number 7, N, carries -0.152; number 8, C, carries -1.470; number 9, C, carries 0.622; number 10, C, carries -0.867; number 11, C, carries -0.652; number 12, C, carries -0.484; number 13, C, carries 0.235; number 14, C, carries -0.101; number 15, O, carries 1.405; number 16, C, carries 2.225; number 17, C, carries -2.445; number 18, C, carries -1.211; number 19, C, carries -1.135; number 20, C, carries 1.644; number 21, C, carries -1.495; number 22, C, carries -1.641; number 23, C, carries -2.030; number 24, C, carries -1.771; number 25, C, carries 0.208; number 26, C, carries -0.084; number 27, C, carries -0.725; number 28, C, carries -0.584; number 29, C, carries -0.311; number 30, C, carries 0.444; number 31, O, carries 0.845; number 32, C, carries 2.493; number 33, C, carries -2.292; number 34, C, carries -1.189; number 35, C, carries -1.933; number 36, C, carries 1.646; number 37, C, carries -1.496; number 38, C, carries -1.538; number 39, C, carries -2.113; number 40, H, carries 0.833; number 41, H, carries -0.107; number 42, H, carries 0.457; number 43, H, carries 0.488; number 44, H, carries 0.212; number 45, H, carries -0.048; number 46, H, carries 0.489; number 47, H, carries 0.443; number 48, H, carries 0.253; number 49, H, carries 0.542; number 50, H, carries 0.832; number 51, H, carries 0.375; number 52, H, carries 0.662; number 53, H, carries 0.861; number 54, H, carries 0.402; number 55, H, carries 0.488; number 56, H, carries 0.498; number 57, H, carries 0.151; number 58, H, carries -0.008; number 59, H, carries 0.568; number 60, H, carries 0.335; number 61, H, carries 0.588; number 62, H, carries -0.099; number 63, H, carries 0.328; number 64, H, carries 0.263; number 65, H, carries 0.489; number 66, H, carries 0.318; number 67, H, carries 0.470; number 68, H, carries 0.374; number 69, H, carries 0.398; number 70, H, carries 0.392; number 71, H, carries 0.449; number 72, H, carries 0.743; number 73, H, carries 0.765; number 74, H, carries 0.724; number 75, H, carries 0.456; number 76, H, carries 0.453; number 77, H, carries 0.460; number 78, H, carries 0.516; number 79, H, carries 0.218; number 80, H, carries -0.406; number 81, H, carries 0.713; number 82, H, carries 0.446; number 83, H, carries 0.474; number 84, H, carries 0.248; number 85, H, carries 0.316; number 86, H, carries 0.357; number 87, H, carries 0.453; number 88, H, carries 0.345; number 89, H, carries 0.460; number 90, H, carries 0.365; number 91, H, carries 0.411; number 92, H, carries 0.380; number 93, H, carries 0.449; number 94, Se, carries -0.204; number 95, P, carries -0.183; number 96, C, carries 1.268; number 97, C, carries 0.061; number 98, C, carries -0.947; number 99, C, carries -0.721



Computed, not measured: a cluster of 11 separate species, C66H140F12N7O12S3 in total in a non-equilibrium geometry, with ωB97M-V/def2-TZVPD.

Charge: +3
HOMO in eV: -11.320
Kohn-Sham gap in eV: 7.501
Multiplicity: 1
Energy in eV: -170803.835

Structure (XYZ):
```
240
C66H140F12N7O12S3, DFT ωB97M-V/def2-TZVPD
C -0.079 4.510 -3.154
C -1.518 4.971 -2.735
C -1.411 5.341 -1.232
C -2.748 5.902 -0.681
N -2.529 6.654 0.612
C -2.078 5.804 1.725
C -3.136 5.943 2.792
C -3.894 7.248 2.470
C -3.887 7.172 0.961
C -1.531 7.806 0.474
H -0.283 3.996 -4.101
H 0.246 3.805 -2.429
H 0.620 5.366 -3.195
H -2.228 4.090 -2.927
H -1.795 5.875 -3.227
H -0.653 6.122 -1.173
H -1.173 4.453 -0.645
H -3.352 5.038 -0.407
H -3.242 6.588 -1.339
H -1.101 6.207 2.025
H -2.058 4.722 1.423
H -2.669 5.942 3.790
H -3.927 5.163 2.883
H -3.395 8.150 2.727
H -4.936 7.439 2.756
H -4.042 8.067 0.385
H -4.579 6.436 0.710
H -1.682 8.514 1.302
H -1.670 8.346 -0.472
H -0.551 7.380 0.561
C -4.674 -2.828 1.263
C -3.728 -1.754 1.783
C -2.976 -0.846 0.795
C -2.211 -1.567 -0.223
N -1.784 -0.587 -1.306
C -0.990 -1.480 -2.268
C 0.395 -1.718 -1.640
C 0.484 -0.706 -0.540
C -0.643 0.265 -0.836
C -2.833 0.058 -2.092
H -5.476 -2.384 0.643
H -5.296 -3.363 1.990
H -4.238 -3.763 0.779
H -2.890 -2.264 2.365
H -4.323 -1.132 2.463
H -2.395 -0.226 1.430
H -3.782 -0.286 0.319
H -2.740 -2.442 -0.710
H -1.327 -1.989 0.184
H -0.923 -0.871 -3.189
H -1.585 -2.415 -2.356
H 1.112 -1.486 -2.419
H 0.557 -2.755 -1.435
H 1.448 -0.147 -0.703
H 0.450 -1.159 0.374
H -0.299 0.819 -1.708
H -0.878 0.842 0.013
H -3.523 0.634 -1.548
H -3.371 -0.779 -2.530
H -2.255 0.617 -2.859
C -7.488 -4.701 -4.236
C -6.415 -4.855 -5.322
C -5.002 -4.613 -4.904
C -4.164 -4.380 -6.136
N -2.691 -4.805 -5.925
C -2.015 -4.085 -4.702
C -0.490 -4.098 -4.960
C -0.405 -4.018 -6.561
C -1.860 -4.293 -7.067
C -2.665 -6.343 -5.785
H -8.498 -4.893 -4.608
H -7.329 -3.719 -3.834
H -7.361 -5.415 -3.477
H -6.718 -4.247 -6.228
H -6.561 -5.847 -5.710
H -4.582 -5.456 -4.357
H -5.008 -3.707 -4.277
H -3.992 -3.334 -6.376
H -4.493 -4.951 -6.999
H -2.312 -4.582 -3.816
H -2.423 -3.099 -4.625
H -0.207 -5.171 -4.655
H 0.139 -3.422 -4.382
H 0.302 -4.756 -6.869
H -0.103 -3.047 -6.856
H -2.070 -4.974 -7.880
H -2.273 -3.429 -7.456
H -2.782 -6.560 -4.720
H -1.768 -6.715 -6.222
H -3.576 -6.668 -6.285
C 11.650 5.794 5.536
C 10.859 6.194 4.276
C 9.355 5.999 4.400
C 8.758 6.421 3.090
N 7.248 6.593 3.228
C 6.770 7.239 2.030
C 5.347 7.809 2.463
C 5.421 8.055 4.000
C 6.831 7.547 4.330
C 6.549 5.230 3.412
H 11.511 4.720 5.733
H 11.407 6.441 6.366
H 12.718 5.876 5.365
H 11.383 5.666 3.433
H 11.019 7.299 3.970
H 9.028 6.708 5.187
H 9.007 5.021 4.794
H 8.859 5.750 2.270
H 9.115 7.403 2.811
H 6.731 6.614 1.169
H 7.369 8.086 1.906
H 4.567 7.042 2.174
H 5.179 8.747 1.928
H 4.702 7.453 4.525
H 5.292 9.072 4.376
H 6.899 7.177 5.347
H 7.496 8.388 4.250
H 5.521 5.212 3.085
H 6.751 4.919 4.469
H 7.062 4.483 2.763
C -4.924 -1.238 6.442
C -4.632 -0.802 7.888
C -3.777 -1.693 8.785
C -2.334 -1.379 8.458
N -1.393 -2.476 8.941
C -1.507 -2.643 10.434
C -0.288 -1.924 11.057
C 0.787 -2.226 9.979
C 0.030 -1.983 8.707
C -1.567 -3.752 8.166
H -5.654 -0.517 6.093
H -5.476 -2.141 6.367
H -4.103 -1.325 5.741
H -5.620 -0.693 8.360
H -4.169 0.158 7.968
H -4.095 -2.762 8.688
H -3.922 -1.486 9.856
H -2.046 -0.554 9.091
H -2.144 -1.287 7.349
H -1.532 -3.733 10.667
H -2.445 -2.237 10.704
H -0.161 -2.293 12.072
H -0.507 -0.859 11.102
H 1.141 -3.278 10.083
H 1.738 -1.650 10.016
H 0.391 -2.381 7.774
H -0.128 -0.882 8.530
H -2.447 -4.361 8.380
H -0.742 -4.376 8.454
H -1.568 -3.466 7.070
C -1.448 5.793 -9.931
C -0.825 4.382 -9.721
C 0.417 4.531 -8.855
C 1.241 3.286 -8.644
N 2.278 3.349 -7.538
C 2.855 1.913 -7.441
C 3.253 1.725 -6.013
C 2.341 2.675 -5.166
C 1.695 3.551 -6.222
C 3.395 4.297 -7.832
H -2.382 5.772 -10.543
H -0.794 6.427 -10.547
H -1.575 6.318 -8.998
H -0.570 3.867 -10.655
H -1.504 3.613 -9.271
H 0.168 4.932 -7.848
H 1.010 5.379 -9.245
H 1.724 2.840 -9.509
H 0.602 2.479 -8.288
H 3.677 1.827 -8.130
H 1.957 1.325 -7.772
H 4.337 1.869 -5.776
H 2.974 0.717 -5.711
H 2.846 3.329 -4.438
H 1.509 2.205 -4.572
H 1.648 4.654 -6.135
H 0.642 3.287 -6.185
H 2.947 5.320 -7.890
H 3.804 3.873 -8.734
H 4.162 4.196 -7.057
C -0.138 -9.619 1.385
N -0.198 -10.236 0.056
C -0.194 -11.750 0.226
C -1.438 -9.745 -0.643
C 1.015 -9.859 -0.767
C 2.431 -9.698 -0.111
O 2.836 -10.924 0.413
H -1.138 -9.767 1.828
H 0.085 -8.570 1.199
H 0.606 -10.083 2.013
H -0.618 -11.964 1.195
H 0.842 -12.127 0.252
H -0.794 -12.288 -0.537
H -1.307 -8.713 -0.644
H -2.336 -10.137 -0.109
H -1.475 -10.147 -1.652
H 0.838 -8.965 -1.299
H 1.120 -10.660 -1.449
H 2.452 -8.821 0.510
H 3.018 -9.425 -1.000
H 3.693 -10.752 0.798
C -2.419 1.476 -6.351
F -2.312 1.502 -7.687
F -2.210 2.758 -5.962
F -3.683 1.146 -6.008
S -1.112 0.339 -5.787
O -0.125 0.632 -6.809
O -0.727 0.750 -4.495
O -1.722 -0.994 -5.829
C 2.291 3.407 2.524
F 1.400 3.039 3.471
F 3.148 4.338 3.037
F 3.017 2.359 2.223
S 1.435 4.114 1.009
O 0.206 3.377 0.653
O 1.106 5.513 1.428
O 2.429 4.122 -0.059
C -0.014 -5.100 0.348
F 0.210 -5.983 1.368
F -0.595 -3.933 0.870
F 1.165 -4.793 -0.149
S -1.111 -5.733 -1.034
O -0.327 -6.867 -1.532
O -2.256 -6.161 -0.350
O -1.256 -4.556 -1.873
C -0.809 -1.738 4.650
O 0.567 -2.240 5.067
O -1.743 -1.970 5.489
C -0.510 -0.243 4.376
F -0.274 0.471 5.432
F 0.419 -0.088 3.443
F -1.675 0.305 3.823
C 0.692 -3.613 5.000
C 2.064 -4.041 5.567
H 2.060 -3.935 6.663
H 2.243 -5.134 5.324
H 2.886 -3.439 5.283
H 0.363 -4.100 4.057
H -0.098 -4.113 5.623
H -0.924 -2.222 3.604
```

Here are the Mulliken charges for atoms 1 to 99, given in e: number 1, C, carries -0.556; number 2, C, carries -0.810; number 3, C, carries 0.575; number 4, C, carries -1.333; number 5, N, carries 0.488; number 6, C, carries 0.355; number 7, C, carries -0.747; number 8, C, carries -0.760; number 9, C, carries -0.730; number 10, C, carries -1.093; number 11, H, carries -0.074; number 12, H, carries 0.197; number 13, H, carries 0.485; number 14, H, carries 0.159; number 15, H, carries 0.463; number 16, H, carries 0.338; number 17, H, carries -0.289; number 18, H, carries 0.443; number 19, H, carries 0.460; number 20, H, carries 0.245; number 21, H, carries -0.321; number 22, H, carries 0.430; number 23, H, carries 0.315; number 24, H, carries 0.338; number 25, H, carries 0.445; number 26, H, carries 0.410; number 27, H, carries 0.507; number 28, H, carries 0.361; number 29, H, carries 0.287; number 30, H, carries 0.477; number 31, C, carries -1.383; number 32, C, carries -0.131; number 33, C, carries -0.450; number 34, C, carries 0.180; number 35, N, carries 1.707; number 36, C, carries 1.946; number 37, C, carries -0.197; number 38, C, carries -1.571; number 39, C, carries -0.816; number 40, C, carries -0.726; number 41, H, carries 0.349; number 42, H, carries 0.430; number 43, H, carries 0.144; number 44, H, carries -0.269; number 45, H, carries 0.555; number 46, H, carries 0.202; number 47, H, carries 0.128; number 48, H, carries 0.260; number 49, H, carries -0.277; number 50, H, carries -1.289; number 51, H, carries -0.652; number 52, H, carries 0.709; number 53, H, carries 0.015; number 54, H, carries 0.561; number 55, H, carries 0.367; number 56, H, carries -0.043; number 57, H, carries 0.883; number 58, H, carries 0.401; number 59, H, carries 0.253; number 60, H, carries -0.047; number 61, C, carries -1.415; number 62, C, carries -0.756; number 63, C, carries 0.285; number 64, C, carries -1.131; number 65, N, carries 0.496; number 66, C, carries -1.357; number 67, C, carries -0.254; number 68, C, carries -0.749; number 69, C, carries -1.021; number 70, C, carries -0.869; number 71, H, carries 0.377; number 72, H, carries 0.369; number 73, H, carries 0.350; number 74, H, carries 0.399; number 75, H, carries 0.385; number 76, H, carries 0.274; number 77, H, carries 0.154; number 78, H, carries 0.390; number 79, H, carries 0.529; number 80, H, carries 0.984; number 81, H, carries 0.148; number 82, H, carries 0.256; number 83, H, carries 0.290; number 84, H, carries 0.431; number 85, H, carries 0.205; number 86, H, carries 0.618; number 87, H, carries 0.483; number 88, H, carries 0.362; number 89, H, carries 0.382; number 90, H, carries 0.312; number 91, C, carries -1.330; number 92, C, carries -0.543; number 93, C, carries -0.087; number 94, C, carries -0.866; number 95, N, carries 0.359; number 96, C, carries -0.809; number 97, C, carries -0.456; number 98, C, carries -0.657; number 99, C, carries -0.809